Computed, not measured: 2 unconnected molecules or ions with the total composition C5H14N2O, with ωB97M-V with the def2-TZVPD basis set.

Each line ends with the Löwdin charge.
Positions of all 22 atoms, in Å:
1 H 0.34 1.09 2.23  0.077
2 H 1.53 -1.42 -2.40  0.043
3 O 0.39 3.39 -0.27  -0.071
4 C -1.26 0.00 0.23  -0.149
5 H -1.29 1.08 0.36  0.098
6 C -0.25 -0.46 -0.82  -0.366
7 H -1.24 0.53 -2.25  0.082
8 N -0.30 0.28 -2.01  0.086
9 N 1.48 -2.00 -1.59  0.031
10 C -0.95 -0.47 1.70  -0.246
11 C 0.44 0.00 2.14  -0.108
12 H 0.52 -2.15 0.25  0.113
13 H -2.17 -0.45 -0.12  0.107
14 H -1.69 0.05 2.32  0.103
15 H 2.40 -2.11 -1.21  0.068
16 H 0.25 0.00 -2.81  0.069
17 C 0.57 -1.49 -0.61  -0.178
18 H 0.18 2.44 -0.41  0.011
19 H 0.26 3.85 -1.09  0.022
20 H 1.21 -0.28 1.42  0.052
21 H 0.76 -0.36 3.12  0.067
22 H -1.15 -1.52 1.81  0.089

Summary:
- Frontier orbital gap: 0.3084 Eh
- SMILES: CCC/C(N)=C/N.O
- HOMO level: -7.540 eV


Computed, not measured: 2 unconnected molecules or ions with the total composition C5H14N2O, with ωB97M-V with the def2-TZVPD basis set.

Each line ends with the Löwdin charge.
Positions of all 22 atoms, in Å:
1 H -0.04 -1.57 2.51  0.067
2 H -0.12 -2.51 -0.47  0.104
3 H -1.20 -0.22 1.13  0.092
4 C -0.98 0.49 -0.94  -0.082
5 H 1.53 1.54 -0.65  -0.008
6 C -0.06 -2.20 1.65  -0.114
7 H -0.88 -2.94 1.79  0.078
8 C -0.95 1.81 -0.65  -0.242
9 H -1.12 3.58 -0.97  0.046
10 C -0.96 -0.63 0.15  -0.187
11 N 1.50 -1.56 0.07  -0.007
12 H -1.91 -1.35 0.25  0.153
13 H -1.20 2.15 0.28  0.082
14 H 2.04 -1.85 0.91  0.063
15 O 2.36 1.97 -0.41  -0.024
16 H 1.85 -0.57 -0.35  0.114
17 H -0.55 0.29 -1.95  0.114
18 H 0.70 -3.08 1.78  0.110
19 H 2.13 2.84 -0.40  -0.022
20 H -1.39 2.65 -2.37  0.106
21 C 0.04 -1.73 0.20  -0.483
22 N -0.78 2.90 -1.57  0.041

Summary:
- Frontier orbital gap: 0.3502 Eh
- SMILES: C[C@H](N)C/C=C/N.O
- HOMO level: -8.730 eV


Computed, not measured: 2 unconnected molecules or ions with the total composition C5H14N2O, with ωB97M-V with the def2-TZVPD basis set.

Each line ends with the Löwdin charge.
Positions of all 22 atoms, in Å:
1 H -1.32 -3.62 0.10  0.076
2 N -0.04 -1.92 -0.20  -0.122
3 H -1.61 -0.57 -0.23  0.113
4 H 1.82 2.30 -1.09  0.057
5 C -1.04 -1.17 -0.95  -0.342
6 N 0.44 0.77 1.57  0.091
7 C -0.23 2.88 0.56  -0.052
8 C -0.66 -2.94 0.65  -0.137
9 H -0.18 3.38 1.52  0.083
10 H 0.21 0.21 -1.44  0.039
11 H -1.74 -1.82 -1.49  0.120
12 H 0.71 -0.17 1.34  0.067
13 C 1.65 1.54 -0.35  -0.003
14 H -1.27 2.58 0.41  0.080
15 H -1.24 -2.46 1.43  0.075
16 H 2.34 0.70 -0.31  0.064
17 C 0.67 1.68 0.54  -0.500
18 H 0.12 -3.54 1.12  0.076
19 H 0.56 -2.36 -0.88  0.111
20 H 0.04 3.58 -0.22  0.075
21 H -0.51 0.80 1.93  0.084
22 O -0.42 -0.36 -1.91  -0.055

Summary:
- Frontier orbital gap: 0.3421 Eh
- SMILES: C=C(C)N.CNCO
- HOMO level: -8.373 eV


Computed, not measured: 3 unconnected molecules or ions with the total composition C5H14N2O, with ωB97M-V with the def2-TZVPD basis set.

Each line ends with the Löwdin charge.
Positions of all 22 atoms, in Å:
1 H 0.91 1.53 0.08  0.071
2 C -1.40 0.04 1.25  -0.041
3 H 2.31 -2.73 1.29  0.119
4 N -1.12 -0.49 -0.98  0.121
5 C 1.68 -1.68 1.28  -0.125
6 C -0.89 0.43 -0.12  -0.380
7 H 0.72 -1.89 1.00  -0.025
8 H -0.76 -0.43 -1.94  0.073
9 H -0.51 2.58 0.33  0.158
10 H -2.21 -0.54 1.21  0.026
11 H 0.77 3.01 -1.64  0.038
12 C 0.08 2.28 -1.67  -0.089
13 H -0.55 -0.41 1.82  0.075
14 H -1.02 -2.32 -0.52  -0.101
15 N 2.13 -0.54 1.53  0.045
16 C -0.06 1.67 -0.28  -0.184
17 H 3.07 -0.42 1.79  0.018
18 O -0.76 -3.18 -0.36  -0.096
19 H -1.77 0.78 1.99  0.089
20 H -0.82 2.71 -1.91  0.047
21 H -0.94 -3.59 -1.29  0.099
22 H 0.29 1.54 -2.40  0.064

Summary:
- Frontier orbital gap: 0.3942 Eh
- SMILES: [H]/N=C(/C)CC.C=N.O
- HOMO level: -9.752 eV


Computed, not measured: 2 unconnected molecules or ions with the total composition C5H14N2O, with ωB97M-V with the def2-TZVPD basis set.

Each line ends with the Löwdin charge.
Positions of all 22 atoms, in Å:
1 H -1.00 0.53 2.56  0.066
2 H 2.39 0.52 -2.39  0.083
3 H 1.91 0.50 1.16  0.039
4 N -2.70 -1.90 -0.78  -0.014
5 H -2.70 -0.97 1.66  0.105
6 H -2.46 -2.48 -1.57  0.060
7 O 2.85 2.77 -1.06  0.014
8 H -0.40 -0.96 2.38  0.066
9 H -3.39 -2.35 -0.19  0.060
10 H -1.00 -2.40 0.43  0.107
11 H 0.79 1.13 -1.99  0.088
12 C 1.70 0.70 -1.56  -0.049
13 H 2.52 2.93 -1.95  0.094
14 H -2.30 0.36 0.59  0.111
15 C -1.89 -0.53 1.06  -0.301
16 C 2.29 1.42 0.75  0.043
17 H 1.42 -0.25 -1.11  0.067
18 N -0.72 -0.15 1.86  -0.007
19 H 2.73 2.14 1.42  0.062
20 H -0.79 -1.09 -0.70  0.093
21 C 2.28 1.63 -0.55  -0.476
22 C -1.52 -1.53 -0.01  -0.310

Summary:
- Frontier orbital gap: 0.3479 Eh
- SMILES: C=C(C)O.NCCN
- HOMO level: -8.523 eV


Computed, not measured: 2 unconnected molecules or ions with the total composition C5H14N2O, with ωB97M-V with the def2-TZVPD basis set.

Each line ends with the Löwdin charge.
Positions of all 22 atoms, in Å:
1 H 2.09 -0.62 0.88  0.091
2 C -1.13 -0.52 0.46  -0.347
3 O 0.81 2.25 0.96  0.057
4 C -2.16 0.59 0.66  -0.128
5 H -0.66 -0.72 1.42  0.092
6 H 0.68 1.70 -1.37  0.134
7 C -1.76 -1.82 -0.04  -0.141
8 H -1.66 1.51 0.95  0.053
9 H 3.11 0.52 -1.41  0.082
10 H -2.28 -1.67 -0.99  0.067
11 H -2.51 -2.18 0.67  0.065
12 N 1.08 0.90 -0.89  -0.063
13 H 2.00 0.45 2.19  0.109
14 C 1.23 1.21 0.50  -0.623
15 H -2.89 0.32 1.43  0.069
16 H -0.35 -0.11 -0.40  0.123
17 H -2.70 0.78 -0.27  0.071
18 N 2.06 0.34 1.19  0.167
19 H -1.03 -2.62 -0.14  0.059
20 C 2.10 0.19 -1.65  -0.097
21 H 2.02 -0.88 -1.44  0.075
22 H 1.94 0.37 -2.71  0.084

Summary:
- Frontier orbital gap: 0.3609 Eh
- SMILES: CNC(N)=O.CCC
- HOMO level: -9.049 eV


Computed, not measured: 2 unconnected molecules or ions with the total composition C5H14N2O, with ωB97M-V with the def2-TZVPD basis set.

Each line ends with the Löwdin charge.
Positions of all 22 atoms, in Å:
1 C 0.74 1.64 -0.87  -0.234
2 C 0.93 0.10 -1.00  -0.368
3 H -1.25 -0.32 -0.78  0.072
4 H 0.73 -0.46 0.88  0.041
5 H -2.43 -0.92 1.11  0.063
6 N -0.35 -2.06 -1.45  -0.002
7 N 1.03 2.20 0.44  0.001
8 H -0.55 -1.70 2.48  0.066
9 H 0.00 -2.39 -0.55  0.060
10 H -0.67 -0.25 -2.44  0.116
11 C -0.43 -0.62 -1.43  -0.249
12 H 1.67 -0.13 -1.77  0.133
13 H 1.94 1.88 0.75  0.073
14 H 1.40 2.14 -1.59  0.106
15 H 0.31 -2.37 -2.15  0.070
16 H 0.34 1.89 1.12  0.044
17 H -0.09 0.03 2.86  0.065
18 H -1.98 0.82 1.46  0.061
19 O 1.43 -0.48 0.17  -0.079
20 C -0.71 -0.65 2.29  -0.086
21 H -0.29 1.91 -1.13  0.106
22 C -1.77 -0.23 1.61  -0.057

Summary:
- Frontier orbital gap: 0.3573 Eh
- SMILES: NCC(O)CN.C=C
- HOMO level: -8.782 eV


Computed, not measured: a molecular structure, C5H14N2O, with ωB97M-V with the def2-TZVPD basis set.

Each line ends with the Löwdin charge.
Positions of all 22 atoms, in Å:
1 O -1.13 1.35 -0.25  -0.242
2 C 1.69 -1.38 0.42  0.032
3 N -0.66 -0.78 1.52  0.100
4 C -1.22 2.37 0.69  -0.218
5 N 0.50 0.47 -0.05  0.006
6 H 1.18 -0.15 -2.04  0.074
7 C -0.10 -0.74 0.25  -0.606
8 C -0.82 -1.57 -0.78  -0.020
9 H -1.67 -0.87 1.51  0.097
10 H 2.08 -1.66 -0.56  0.041
11 H -0.35 -0.03 2.12  0.091
12 H 1.44 -2.27 1.00  0.049
13 H -0.30 2.97 0.77  0.074
14 C 1.04 0.71 -1.38  -0.092
15 H -2.03 3.06 0.43  0.076
16 H -1.44 1.99 1.71  0.059
17 H 0.41 1.39 -1.94  0.091
18 H 2.36 -0.73 0.99  0.054
19 H 2.02 1.18 -1.28  0.087
20 H -1.70 -1.01 -1.11  0.088
21 H -0.20 -1.78 -1.65  0.072
22 H -1.14 -2.53 -0.36  0.088

Summary:
- Frontier orbital gap (alpha / beta): 0.3345 / 0.3344 Eh
- HOMO level (alpha / beta): -8.245 / -8.244 eV


Computed, not measured: a single C5H14N2O molecule, with ωB97M-V with the def2-TZVPD basis set.

Each line ends with the Löwdin charge.
Positions of all 22 atoms, in Å:
1 H -0.69 0.10 1.81  0.098
2 H -0.57 -1.24 -2.43  0.082
3 H -1.84 -0.45 -0.82  0.102
4 O 2.56 -0.44 -0.26  -0.065
5 H 2.59 -0.59 -1.20  0.059
6 H 1.39 1.98 1.03  0.066
7 H 0.36 -1.88 -0.15  0.141
8 H 0.49 0.09 -2.40  0.081
9 C 1.17 1.50 0.10  -0.025
10 N -2.48 1.03 1.35  0.012
11 H 1.85 1.84 -0.67  0.080
12 H 1.43 -0.37 1.27  0.134
13 N -1.17 -0.39 -0.09  -0.041
14 C -1.60 -0.12 1.26  -0.297
15 H 0.14 1.77 -0.13  0.068
16 H -2.08 -0.99 1.71  0.115
17 C 1.27 -0.01 0.26  -0.370
18 C 0.16 -0.83 -0.41  -0.375
19 H -2.40 1.72 0.62  0.058
20 C 0.34 -0.87 -1.93  -0.056
21 H 1.09 -1.58 -2.26  0.077
22 H -3.44 0.75 1.45  0.053

Summary:
- Frontier orbital gap: 0.3429 Eh
- SMILES: C[C@H](O)[C@H](C)NCN
- HOMO level: -8.376 eV


Computed, not measured: 2 unconnected molecules or ions with the total composition C5H14N2O, with ωB97M-V with the def2-TZVPD basis set.

Each line ends with the Löwdin charge.
Positions of all 22 atoms, in Å:
1 H 0.37 1.63 -1.46  0.110
2 H -5.31 -2.09 4.39  0.041
3 C -0.57 0.12 0.37  -0.269
4 H 1.76 2.07 -0.40  0.109
5 H -1.77 1.51 1.35  0.059
6 C 2.28 0.69 -1.96  -0.163
7 H 1.44 0.18 0.91  0.143
8 C 2.13 -0.84 -1.88  -0.210
9 H -0.76 -0.82 0.86  0.104
10 H 3.29 0.93 -1.65  0.101
11 H -1.24 0.18 -0.50  0.114
12 H 1.41 -1.88 -0.25  0.109
13 O -5.65 -1.57 3.63  -0.071
14 C 0.88 0.12 -0.04  -0.381
15 C 1.27 1.27 -0.97  -0.145
16 H 1.70 -1.22 -2.81  0.096
17 H -0.30 2.05 1.18  0.061
18 H 3.06 -1.38 -1.72  0.102
19 H 2.13 1.03 -2.98  0.098
20 N -0.81 1.18 1.36  -0.008
21 N 1.14 -1.09 -0.82  -0.030
22 H -6.46 -2.06 3.43  0.029

Summary:
- Frontier orbital gap: 0.3500 Eh
- SMILES: NC[C@@H]1CCCN1.O
- HOMO level: -8.498 eV


Computed, not measured: 2 unconnected molecules or ions with the total composition C5H14N2O, with ωB97M-V with the def2-TZVPD basis set.

Each line ends with the Löwdin charge.
Positions of all 22 atoms, in Å:
1 C -0.78 -1.45 -0.04  -0.165
2 H 2.22 -0.18 0.71  0.074
3 H 2.96 1.07 0.01  0.075
4 H 1.43 -0.05 -2.34  0.089
5 N 2.08 0.80 0.45  -0.007
6 H -3.62 -1.06 1.32  0.069
7 C -2.00 -0.94 -0.03  -0.210
8 C 0.94 0.91 -0.45  -0.296
9 C 0.15 -1.52 -1.23  -0.191
10 N -2.68 -0.73 1.21  0.024
11 H 0.88 1.91 -0.89  0.115
12 H -0.37 -1.72 0.94  0.105
13 H 1.33 1.94 2.22  0.006
14 H 0.49 2.69 1.32  0.005
15 H 0.10 0.80 0.24  0.082
16 H -0.53 -1.74 -2.07  0.106
17 H 0.94 -2.22 -1.00  0.096
18 H -2.63 -0.63 -0.87  0.119
19 C 0.66 -0.09 -1.60  -0.192
20 O 0.74 2.72 2.26  -0.089
21 H -2.10 -0.86 2.02  0.069
22 H -0.20 0.35 -2.17  0.116

Summary:
- Frontier orbital gap: 0.3384 Eh
- SMILES: N/C=C/CCCN.O
- HOMO level: -8.282 eV


Computed, not measured: a molecular structure, C5H14N2O, with ωB97M-V with the def2-TZVPD basis set.

Each line ends with the Löwdin charge.
Positions of all 22 atoms, in Å:
1 H -2.58 0.54 0.27  0.070
2 C 0.20 0.57 -0.38  -0.535
3 H -0.42 1.99 -1.52  0.114
4 H -0.12 -2.22 1.94  0.077
5 H -0.85 -2.59 0.49  0.079
6 C 0.47 -0.31 -1.56  -0.035
7 N -0.33 -1.89 1.01  0.020
8 H 3.26 0.99 -0.35  -0.003
9 H 0.72 -1.31 -1.21  0.076
10 H 1.32 0.10 -2.12  0.077
11 N 2.44 1.60 -0.32  -0.023
12 H -0.40 -0.35 -2.21  0.081
13 O -0.51 1.71 -0.60  0.019
14 H -0.88 -0.09 1.95  0.119
15 H -2.24 -0.93 -0.66  0.072
16 H 2.31 2.58 -0.10  -0.002
17 C 1.13 0.63 0.70  -0.058
18 C -2.25 -0.49 0.34  -0.101
19 H -2.99 -1.04 0.94  0.074
20 H 1.67 -0.28 0.93  0.096
21 H 0.92 1.34 1.49  0.099
22 C -0.88 -0.57 0.97  -0.314

Summary:
- Frontier orbital gap: 0.2949 Eh
- HOMO level: -7.117 eV